[1]
Molecular formula: C42H40F5N3O2S3SeTc
Method: DFT, the ωB97M-V functional and the def2-TZVPD basis

Geometry as ORCA input:
```
! wB97M-V def2-TZVPD RIJCOSX def2/J DEFGRID3
* xyz 0 4
Tc -0.197 0.364 -0.293
S -0.039 1.289 1.779
C 1.603 1.853 1.918
C 1.910 2.604 3.090
N 2.154 3.194 4.047
C 2.519 1.585 0.953
S 2.142 0.622 -0.432
C 3.871 2.032 1.085
N 4.961 2.384 1.177
C -2.615 -1.151 -3.023
C -1.889 0.121 -3.341
O -0.677 0.264 -2.559
H -3.592 -1.126 -3.510
H -2.772 -1.253 -1.949
H -2.062 -2.016 -3.379
H -2.512 0.998 -3.135
H -1.599 0.152 -4.392
H -0.121 0.941 -2.967
F 1.145 6.852 2.830
C 0.759 5.942 1.943
C 1.572 5.624 0.869
F 2.750 6.229 0.728
C 1.155 4.676 -0.050
F 1.984 4.397 -1.057
C -0.063 4.019 0.069
Se -0.597 2.735 -1.233
C -0.862 4.378 1.141
F -2.092 3.858 1.282
C -0.469 5.317 2.077
F -1.275 5.640 3.087
C 2.378 -2.713 -4.276
C 1.254 -2.981 -3.312
C 0.322 -3.981 -3.570
C -0.734 -4.219 -2.696
C -1.735 -5.309 -2.971
C -0.855 -3.432 -1.560
C 0.079 -2.439 -1.257
C 1.134 -2.233 -2.146
N -0.042 -1.643 -0.091
C 0.116 -2.380 1.214
C 1.438 -1.906 1.857
C 1.652 -2.533 3.235
C 1.755 -4.048 3.079
C 0.462 -4.563 2.451
C -0.716 -4.242 3.374
C -0.829 -2.724 3.526
C 0.466 -2.178 4.138
C -1.055 -2.081 2.153
C 0.219 -3.912 1.080
H 2.895 -3.633 -4.550
H 3.110 -2.029 -3.848
H 2.002 -2.266 -5.199
H 0.420 -4.585 -4.466
H -1.864 -5.474 -4.041
H -2.709 -5.066 -2.544
H -1.410 -6.254 -2.529
H -1.728 -3.549 -0.929
H 1.903 -1.513 -1.901
H 1.430 -0.824 1.950
H 2.261 -2.162 1.181
H 2.575 -2.136 3.665
H 1.917 -4.527 4.050
H 2.610 -4.299 2.445
H 0.530 -5.644 2.300
H -0.562 -4.707 4.352
H -1.644 -4.652 2.962
H -1.677 -2.476 4.172
H 0.614 -2.604 5.135
H 0.397 -1.091 4.255
H -1.144 -1.004 2.274
H -1.984 -2.444 1.697
H -0.711 -4.328 0.693
H 1.016 -4.183 0.383
O -2.332 0.204 0.133
S -3.423 1.262 -0.020
C -4.756 0.347 -0.762
C -5.071 -0.932 -0.321
C -6.090 -1.621 -0.952
C -6.782 -1.032 -2.007
C -6.458 0.244 -2.438
C -5.429 0.942 -1.816
C -4.093 1.485 1.617
C -3.531 0.838 2.700
C -4.053 1.078 3.965
C -5.115 1.954 4.126
C -5.664 2.601 3.024
C -5.150 2.373 1.760
H -4.513 -1.374 0.496
H -6.351 -2.619 -0.625
H -7.579 -1.578 -2.496
H -6.994 0.694 -3.263
H -5.147 1.934 -2.151
H -2.701 0.162 2.556
H -3.618 0.584 4.824
H -5.514 2.142 5.114
H -6.486 3.291 3.154
H -5.564 2.887 0.899
*
```

The calculation puts the energy above the lowest of the compared OMol25 structures with the same formula, charge and spin at 0.000 eV. The calculation puts the highest occupied orbital energy (spin up / spin down) at -0.270 / -0.288 Eh. The calculation puts the HOMO-LUMO gap (spin up / spin down) at 7.040 / 6.409 eV. Its LUMO energy (spin up / spin down) is -0.31 / -1.42 eV. As for the expectation value of S²: 3.78.

[2]
Molecular formula: C22H28N5O3ReS
Method: DFT, the ωB97M-V functional and the def2-TZVPD basis

Geometry as ORCA input:
```
! wB97M-V def2-TZVPD RIJCOSX def2/J DEFGRID3
* xyz 3 2
Re 0.019 0.551 0.062
C -1.574 -3.490 -2.370
N -0.633 -3.523 -1.246
C -0.173 -4.848 -0.819
C -0.217 -2.415 -0.681
O -0.619 -1.268 -1.018
C 0.775 -2.517 0.474
O 1.396 -1.249 0.716
C 2.738 -1.088 0.235
C 2.772 -0.080 -0.909
O 1.703 0.541 -1.191
N 3.886 0.122 -1.560
C 5.153 -0.546 -1.266
C 3.941 1.061 -2.687
H -1.089 -3.889 -3.261
H -2.441 -4.104 -2.139
H -1.889 -2.471 -2.563
H -0.837 -5.595 -1.241
H 0.835 -5.058 -1.179
H -0.196 -4.951 0.265
H 0.229 -2.781 1.382
H 1.526 -3.282 0.286
H 3.338 -0.727 1.071
H 3.136 -2.046 -0.098
H 5.083 -1.222 -0.420
H 5.485 -1.098 -2.145
H 5.904 0.211 -1.039
H 3.055 1.683 -2.710
H 4.825 1.686 -2.588
H 4.015 0.503 -3.621
S 0.722 4.807 1.465
C 1.719 3.798 2.440
C 1.597 2.466 2.161
C 0.682 2.208 1.112
C 0.119 3.434 0.648
C -0.843 3.381 -0.412
C -1.522 4.461 -0.966
C -2.397 4.243 -2.016
C -2.566 2.950 -2.498
C -1.879 1.911 -1.893
N -1.049 2.109 -0.863
H 2.361 4.247 3.186
H 2.152 1.710 2.699
H -1.353 5.456 -0.575
H -2.940 5.070 -2.456
H -3.223 2.749 -3.332
H -1.989 0.890 -2.234
N -4.533 -0.818 4.076
C -3.576 -0.498 3.218
C -2.321 0.004 3.651
C -1.369 0.338 2.740
N -1.538 0.217 1.393
C -2.737 -0.270 0.972
C -3.742 -0.629 1.815
H -4.402 -0.700 5.068
H -5.428 -1.161 3.771
H -2.122 0.141 4.706
H -0.420 0.734 3.071
H -2.877 -0.354 -0.098
H -4.674 -1.003 1.412
*
```

The calculation puts the energy above the lowest of the compared OMol25 structures with the same formula, charge and spin at 0.294 eV. The calculation puts the highest occupied orbital energy (spin up / spin down) at -0.606 / -0.620 Eh. The calculation puts the HOMO-LUMO gap (spin up / spin down) at 5.365 / 6.867 eV. Its LUMO energy (spin up / spin down) is -11.12 / -10.00 eV. As for the expectation value of S²: 1.20.

[3]
Molecular formula: C43H33GeN7O9S2W
Method: DFT, the ωB97M-V functional and the def2-TZVPD basis

Geometry as ORCA input:
```
! wB97M-V def2-TZVPD RIJCOSX def2/J DEFGRID3
* xyz -2 3
W 0.587 -0.215 0.183
C 3.581 -2.109 3.119
C 3.091 -1.406 2.005
N 1.943 -0.777 2.030
C 1.205 -0.768 3.169
C 1.578 -1.496 4.310
C 2.813 -2.177 4.248
C 0.698 -1.521 5.421
C -0.486 -0.845 5.330
C -0.839 -0.074 4.201
C 0.009 0.014 3.114
N -0.129 0.734 1.960
C -0.937 1.864 1.852
C -1.558 2.618 2.841
C -2.354 3.711 2.481
C -2.530 4.044 1.149
C -1.842 3.348 0.158
C -2.051 3.526 -1.279
C -1.273 2.899 -2.156
C -0.087 2.087 -1.699
N -0.215 1.601 -0.342
C -1.004 2.303 0.532
H 4.526 -2.628 3.043
H 3.635 -1.372 1.065
H 3.136 -2.761 5.103
H 0.955 -2.104 6.297
H -1.191 -0.901 6.151
H -1.803 0.409 4.168
H -1.447 2.369 3.885
H -2.872 4.264 3.254
H -3.223 4.828 0.862
H -2.908 4.105 -1.605
H -1.464 2.963 -3.220
H 0.824 2.719 -1.764
O -0.914 -3.562 2.366
C -0.201 -2.990 1.557
O -0.394 -1.783 1.144
C 0.988 -3.729 0.987
C 1.226 -5.000 1.429
C 2.306 -5.732 0.933
C 3.162 -5.184 0.004
C 2.947 -3.896 -0.427
C 1.835 -3.104 0.011
O 1.611 -1.950 -0.453
N 3.973 -3.344 -1.325
O 4.603 -4.137 -2.016
O 4.207 -2.152 -1.266
N 2.555 -7.085 1.417
O 3.509 -7.700 0.956
O 1.789 -7.547 2.249
H 0.555 -5.422 2.164
H 4.006 -5.745 -0.368
O -5.361 2.876 -0.571
S -5.416 1.511 -0.101
O -6.252 1.252 1.046
N -3.934 0.894 0.093
C -3.656 -0.057 -0.784
S -2.226 -0.907 -0.950
C -4.819 -0.363 -1.714
C -4.902 -1.293 -2.738
C -6.084 -1.373 -3.463
C -7.164 -0.539 -3.172
C -7.077 0.394 -2.147
C -5.892 0.456 -1.440
H -4.049 -1.926 -2.949
H -6.170 -2.093 -4.268
H -8.077 -0.619 -3.749
H -7.905 1.050 -1.910
C 2.964 2.162 2.793
Ge 2.935 2.356 0.839
C 4.796 2.856 0.405
C 1.968 4.028 0.536
C 2.440 0.764 -0.158
H 3.455 3.053 3.196
H 3.526 1.280 3.107
H 1.954 2.099 3.200
H 5.080 3.743 0.977
H 4.899 3.080 -0.660
H 5.491 2.048 0.647
H 2.483 4.784 1.135
H 0.923 3.985 0.845
H 2.010 4.331 -0.512
H 3.272 0.277 -0.669
N 0.531 -0.195 -1.870
C 0.236 0.856 -2.502
C 0.282 0.905 -3.990
C 0.668 2.053 -4.677
C 0.738 2.057 -6.065
C 0.409 0.915 -6.781
C 0.013 -0.232 -6.100
C -0.048 -0.237 -4.716
H 0.919 2.951 -4.124
H 1.049 2.955 -6.587
H 0.461 0.917 -7.864
H -0.252 -1.125 -6.654
H -0.348 -1.119 -4.163
*
```

The calculation puts the highest occupied orbital energy (spin up / spin down) at -0.050 / -0.081 Eh. The calculation puts the HOMO-LUMO gap (spin up / spin down) at 5.049 / 5.851 eV. Its LUMO energy (spin up / spin down) is 3.70 / 3.66 eV. As for the expectation value of S²: 2.02.

[4]
Molecular formula: C2H5NO4S
Method: DFT, the ωB97M-V functional and the def2-TZVPD basis

Geometry as ORCA input:
```
! wB97M-V def2-TZVPD RIJCOSX def2/J DEFGRID3
* xyz 0 3
C 1.689 0.419 0.508
C 0.750 -0.294 -0.405
N -0.196 0.588 -0.950
O -1.416 -0.999 1.061
O -3.350 0.198 0.050
O -0.895 1.149 -0.057
O -1.681 -0.745 -1.377
S -2.048 -0.341 -0.035
H 1.205 1.348 0.641
H 1.866 -0.093 1.443
H 2.701 0.538 0.070
H 1.219 -0.805 -1.229
H 0.156 -0.963 0.280
*
```

The calculation puts the energy above the lowest of the compared OMol25 structures with the same formula, charge and spin at 0.000 eV. The calculation puts the highest occupied orbital energy (spin up / spin down) at -0.367 / -0.419 Eh. The calculation puts the HOMO-LUMO gap (spin up / spin down) at 10.771 / 8.338 eV. Its LUMO energy (spin up / spin down) is 0.79 / -3.06 eV. As for the expectation value of S²: 2.01.